[1]
One molecule with the formula C4H6ClP in a non-equilibrium geometry, computed with ωB97M-V/def2-TZVPD.

Calculated values
**Frontier orbital gap**: 10.5 eV
**Highest occupied orbital energy**: -9.63 eV
**LUMO energy**: 0.889 eV
**Calculated total energy**: -26054.2644 eV
**SMILES**: C=C[C@H]1CP1Cl
**Energy above the lowest of the compared OMol25 structures with the same formula, charge and spin**: 1.1312 eV

Structure (ORCA input):
```
! wB97M-V def2-TZVPD RIJCOSX def2/J DEFGRID3
* xyz 0 1
Cl 3.5532 0.2886 -0.4896
P 1.9521 -0.7473 0.3107
C -0.9632 -0.7866 -0.6468
C -2.0842 -0.4073 -0.0787
C 0.6107 0.1370 -0.4072
C 0.9676 0.6972 0.9121
H -0.9285 -1.5114 -1.4384
H 1.4468 1.6169 0.8249
H 0.2225 0.5855 1.7435
H -2.4246 0.3212 0.6666
H -2.9629 -1.0633 -0.2405
H 0.6105 0.8697 -1.1564
*
```


[2]
A 2-piece molecular cluster, C7H18O2P overall in a non-equilibrium geometry, computed with ωB97M-V/def2-TZVPD.

Calculated values
**Frontier orbital gap**: 11.9 eV
**Highest occupied orbital energy**: -14.48 eV
**LUMO energy**: -2.582 eV
**Calculated total energy**: -20926.0975 eV
**Energy above the lowest of the compared OMol25 structures with the same formula, charge and spin**: 0.8530 eV

Structure (ORCA input):
```
! wB97M-V def2-TZVPD RIJCOSX def2/J DEFGRID3
* xyz 1 1
P -0.3484 1.5302 -0.1060
O 1.5466 0.7892 1.6161
O -1.5168 -0.5907 -3.6832
C -1.3368 -2.6952 1.5842
C 1.8981 2.0635 1.2580
C -0.0250 -0.0011 -0.9892
C 1.0847 2.6206 0.0906
C -0.6534 -1.3026 -0.4160
C -1.1000 -1.2849 1.0405
C 2.8918 1.0188 0.8996
H -0.3973 -3.0813 1.9780
H -1.5358 -1.3765 -4.2393
H -0.4454 0.1431 -1.9881
H -2.2757 -0.0756 -3.9763
H -0.9325 1.3822 1.1460
H 1.7186 2.6350 -0.7885
H -1.2626 2.2678 -0.8612
H 1.0402 -0.1240 -1.1489
H 2.7379 0.3982 0.0294
H 0.1061 -2.0769 -0.5153
H 3.5061 0.5661 1.6647
H -1.4868 -1.5969 -1.0458
H -1.6678 -3.3840 0.8120
H 0.7390 3.6086 0.3864
H -2.0463 -0.7363 1.0974
H -0.4011 -0.7790 1.7036
H 2.1938 2.7589 2.0337
H -2.0311 -2.6775 2.4175
*
```


[3]
A 4-piece molecular cluster, C2H12N2O3 overall in a non-equilibrium geometry, computed with ωB97M-V/def2-TZVPD.

Calculated values
**Frontier orbital gap**: 9.5 eV
**Highest occupied orbital energy**: -8.78 eV
**LUMO energy**: 0.741 eV
**Calculated total energy**: -11390.9425 eV
**SMILES**: [H]/N=C/NC.O.O.O
**Energy above the lowest of the compared OMol25 structures with the same formula, charge and spin**: 0.8063 eV

Structure (ORCA input):
```
! wB97M-V def2-TZVPD RIJCOSX def2/J DEFGRID3
* xyz 0 1
O 6.1408 -1.4420 0.7600
O -4.5764 -1.8803 0.0772
O 0.7904 1.1800 2.0818
N 0.2328 2.5795 -0.6256
N -0.3117 0.3667 -0.6945
C -0.4046 1.6298 -1.1930
C -1.2967 -0.6621 -0.9500
H -1.0696 -1.3114 -1.8052
H -4.5628 -2.7444 0.4934
H 0.2639 0.3511 0.1244
H -2.2786 -0.2692 -1.1123
H 5.1951 -1.3161 0.8446
H 0.9381 1.7760 1.3275
H 1.4074 1.4725 2.7618
H -4.6925 -1.2066 0.7509
H -1.2520 -1.3326 -0.0942
H 0.1114 3.4577 -1.1261
H 6.4063 -2.3075 0.4488
H -1.0412 1.6591 -2.0695
*
```


[4]
A 2-piece molecular cluster, C16H17N overall in a non-equilibrium geometry, computed with ωB97M-V/def2-TZVPD.

Calculated values
**Frontier orbital gap**: 8.5 eV
**Highest occupied orbital energy**: -7.74 eV
**LUMO energy**: 0.742 eV
**Calculated total energy**: -18355.4693 eV
**SMILES**: Cc1c[nH]c2ccccc12.Cc1ccccc1
**Energy above the lowest of the compared OMol25 structures with the same formula, charge and spin**: 2.8726 eV

Structure (ORCA input):
```
! wB97M-V def2-TZVPD RIJCOSX def2/J DEFGRID3
* xyz 0 1
N 0.7590 0.8578 -1.8646
C -0.2467 -1.0269 3.2790
C -2.3700 2.8241 -2.6775
C -0.2472 -0.1705 2.1108
C 0.8393 -1.8320 3.6360
C -1.2889 1.8911 -2.2915
C 3.3561 -0.0177 1.4048
C -1.4620 0.5760 -1.8235
C -2.3804 -1.4837 -1.2829
C 0.1575 2.0346 -2.3061
C 0.9191 0.0138 1.4152
C -2.5836 -0.1556 -1.5970
C 0.0273 -1.4377 -1.1618
C -1.1539 -2.0948 -1.0902
C -0.1405 -0.0483 -1.4526
C 2.1450 -0.6228 1.8905
C 2.1209 -1.4456 2.9994
H -1.8780 3.8009 -2.9821
H -1.2590 -3.1602 -0.5527
H -1.2552 -1.4170 3.7145
H 1.7666 0.7272 -1.6609
H 4.1533 -0.7257 1.2270
H 3.3077 0.6143 0.4541
H -3.2810 -2.0754 -1.1433
H -3.5054 0.2184 -1.5627
H -0.9914 0.6249 1.9158
H 0.8370 -2.5623 4.4380
H 3.0496 -1.7570 3.3478
H 0.9344 -1.9365 -0.9870
H -2.8362 2.4991 -3.6221
H 1.0467 0.6471 0.5411
H 3.6234 0.7540 2.1508
H 0.8985 2.8443 -2.6508
H -3.0621 3.0419 -1.8155
*
```


[5]
A 2-piece molecular cluster, C2H7O2P overall in a non-equilibrium geometry, computed with ωB97M-V/def2-TZVPD.

Calculated values
**Frontier orbital gap**: 9.9 eV
**Highest occupied orbital energy**: -9.03 eV
**LUMO energy**: 0.869 eV
**Calculated total energy**: -15570.0231 eV
**SMILES**: CC=O.OP
**Energy above the lowest of the compared OMol25 structures with the same formula, charge and spin**: 1.7597 eV

Structure (ORCA input):
```
! wB97M-V def2-TZVPD RIJCOSX def2/J DEFGRID3
* xyz 0 1
P -2.0586 0.8572 -0.3632
O 0.1856 -1.4864 -0.4962
O -2.5585 -0.6289 0.1546
C 1.4798 0.1916 0.4448
C 1.2546 -1.0995 -0.1502
H 2.2874 0.1535 1.2976
H -2.7539 1.5580 0.6111
H -3.0914 1.1747 -1.4730
H -1.8842 -1.2829 -0.0952
H 1.7821 0.9412 -0.3285
H 0.6623 0.6320 1.0700
H 2.0973 -1.6380 -0.4855
*
```


[6]
A 2-piece molecular cluster, C22H36B2F2IN2O11P2 overall in a non-equilibrium geometry, computed with ωB97M-V/def2-TZVPD.

Calculated values
**Frontier orbital gap**: 6.2 eV
**Highest occupied orbital energy**: -4.08 eV
**LUMO energy**: 2.106 eV
**Calculated total energy**: -82370.9565 eV

Structure (ORCA input):
```
! wB97M-V def2-TZVPD RIJCOSX def2/J DEFGRID3
* xyz -1 1
I -4.4830 0.9626 -2.5544
P 1.6651 -1.5555 -0.7239
P -0.0442 1.1353 1.7067
F 3.2616 -1.8374 -0.0774
F -2.7055 4.9922 3.5755
O -2.1486 4.9120 1.3911
O 1.5651 -0.0175 0.0384
O 1.0751 -2.3463 0.7157
O -3.1645 -3.0048 -0.0525
O 2.8158 -1.1699 -3.4804
O 2.2843 -3.2163 2.3597
O -3.0529 6.8444 0.6947
O 0.1109 -1.2717 -1.4094
O 0.7875 1.4993 -3.3342
O 0.5861 3.7401 -2.5977
O -2.1908 5.4002 -0.8091
N 1.6640 -3.0206 -1.7663
N 3.5485 0.5209 -1.8123
C -3.2961 6.7497 2.0996
C 0.5397 -6.5844 -0.2492
C -2.4413 5.6902 0.3093
C -1.5818 0.1166 -2.0031
C -2.2648 5.7355 2.5325
C 0.3018 0.6660 -0.1300
C -0.7229 -0.3329 -0.7431
C 2.9270 -5.4949 0.6090
C -1.8399 -0.9251 0.1809
C 2.8790 -6.7507 0.0657
C 0.6026 -5.3297 0.2935
C 0.3343 -0.3164 2.7979
C 1.7779 -4.7558 0.7202
C -2.4825 2.2516 -0.6694
C 1.7533 -3.3546 1.2805
C -2.4076 1.4255 -1.9587
C 0.6941 2.0301 -0.7324
C 1.7069 -7.3097 -0.3691
C -2.1622 -3.1011 -1.2198
C -1.8960 -2.4632 0.1528
C 0.6011 2.9803 3.6386
C 1.1718 2.3913 2.3047
B 0.6919 2.3646 -2.2609
B 2.7489 -0.6974 -2.1778
H -4.3138 6.3952 2.2708
H -1.2880 6.1577 2.7773
H 4.4857 0.2511 -1.5151
H 3.7696 -7.3594 -0.0531
H 1.6547 -8.3008 -0.8047
H -0.4219 -6.9594 -0.5790
H 1.7226 2.2287 -0.4034
H 2.1839 2.0086 2.4837
H 0.1115 2.8204 -0.2464
H -2.3513 1.7138 0.2667
H 1.2063 2.7090 4.5047
H -0.1667 -1.2255 2.4896
H -0.3152 -4.7572 0.3661
H 0.0435 -0.0072 3.8071
H -3.1699 7.7156 2.5833
H -2.2908 -0.6811 -2.2006
H -3.4761 2.7061 -0.6138
H -1.7140 -0.7568 1.2539
H -2.8675 -2.6571 -1.9069
H 3.6828 -0.8944 -3.8150
H 3.8808 -5.0822 0.9167
H 3.7151 1.0598 -2.6684
H 1.4216 -0.4403 2.7965
H -0.1991 3.7869 -3.1631
H 2.5358 -3.5198 -1.6047
H -1.8160 3.1024 -0.7709
H -0.4482 2.6959 3.7534
H 1.5170 1.7107 -3.9272
H -0.8936 0.0606 -2.8474
H -2.0218 -4.1740 -1.1325
H -1.2324 -2.9994 0.8125
H 0.5972 4.0755 3.5767
H 1.2806 3.2454 1.6367
H 0.8910 -3.6376 -1.5336
H -2.8530 -0.6235 -0.0819
H -2.0702 2.0799 -2.7637
*
```